[1]
Entry from the OMol25 dataset: a 3-piece molecular cluster, C12H16F16N2O5P overall (ωB97M-V with the def2-TZVPD basis set).

The geometry in XYZ format:
```
52
Properties=species:S:1:pos:R:3:forces:R:3
C 2.78095 3.74695 -3.85341 -0.1 0.1 0.1
C 2.05383 4.63538 -2.83570 0.1 0.0 -0.1
N 1.00915 5.41309 -3.47853 0.1 0.3 0.0
N -0.15439 5.68773 -2.67647 0.3 -0.2 -0.4
P -1.25551 4.54020 -2.57848 -0.5 0.6 0.3
O -2.68125 4.93063 -2.57511 0.1 -0.1 0.0
O -1.05584 3.62343 -1.20067 -0.3 -0.2 -0.4
O -0.99200 3.39797 -3.74550 -0.1 0.0 -0.1
H 2.75445 4.22369 -4.83760 0.1 0.0 0.0
H 2.29156 2.77274 -3.93234 0.1 0.0 -0.1
H 3.82992 3.59542 -3.58799 -0.1 -0.1 0.0
H 2.78379 5.30654 -2.36121 -0.1 0.0 0.1
H 1.64094 4.01929 -2.01903 0.1 0.0 -0.1
H 0.76603 4.99502 -4.36955 -0.2 -0.2 0.1
H -0.18757 3.21885 -1.22874 0.3 0.1 0.3
H -0.32654 2.76490 -3.47730 0.2 -0.1 0.0
C -1.87480 1.52452 2.05150 -0.5 0.0 -0.4
C -0.38827 1.36353 1.71099 -0.1 0.4 0.3
C 0.24435 -0.01685 1.88186 0.2 -0.1 -0.1
F 0.16922 -0.45108 3.16361 0.0 0.0 0.0
F 1.55689 0.05300 1.55219 0.0 0.0 0.0
F 0.33906 2.29264 2.36795 0.0 -0.1 0.0
F -0.31595 1.62652 0.38169 0.3 -0.3 0.0
O -2.22156 2.00916 3.34096 0.5 0.1 0.2
C -2.33467 1.20252 4.42520 -0.2 0.0 -0.2
C -1.29219 1.51371 5.51187 0.0 0.1 0.1
F -0.04214 1.46750 5.02307 0.0 0.0 0.0
F -1.39847 0.58657 6.49601 0.0 0.0 0.0
F -2.33022 -0.10586 4.10077 0.0 0.0 0.0
F -3.53885 1.46103 4.99858 -0.1 -0.1 0.1
H -2.21369 2.30669 1.37177 0.0 0.0 0.0
H -2.43508 0.62209 1.80282 0.1 -0.1 0.1
H -0.23634 -0.74464 1.23223 0.0 0.1 0.0
H -1.48235 2.50520 5.92641 0.0 0.0 0.0
C -0.27863 -4.42233 0.76395 -0.3 -0.1 0.5
C -0.36751 -3.31063 -0.28981 0.4 -0.1 0.0
C -1.07006 -3.62101 -1.61540 -0.1 0.1 0.0
F -0.45711 -4.63130 -2.26332 0.0 0.0 0.0
F -1.02080 -2.52263 -2.39406 0.0 0.0 0.0
F 0.85217 -2.78922 -0.51278 -0.1 0.0 0.0
F -1.13433 -2.32892 0.28983 -0.2 -0.2 -0.1
O 0.91158 -5.18284 0.83227 0.3 0.3 -0.4
C 1.13306 -6.27697 0.04813 -0.2 -0.1 0.2
C 2.30142 -6.07834 -0.93165 0.1 0.0 0.0
F 2.12231 -4.97947 -1.68308 0.0 0.0 0.0
F 2.36395 -7.15356 -1.74992 0.0 0.0 0.0
F 0.01750 -6.68010 -0.58561 0.0 0.0 -0.1
F 1.50997 -7.28487 0.87114 0.0 -0.1 0.0
H -0.30210 -3.89240 1.71567 0.0 0.0 0.0
H -1.16348 -5.06026 0.73583 0.0 0.0 -0.2
H -2.11626 -3.88480 -1.43831 0.0 0.0 0.0
H 3.23584 -5.98846 -0.37470 0.0 0.0 0.0
```
Positions in Å, forces in eV/Å.

Results
HOMO = -3.298 eV
charge = -1
frontier orbital gap = 5.106 eV

Löwdin population analysis, charges in e, atoms 1 to 2: -0.12, -0.33

=====

[2]
Entry from the OMol25 dataset: a 2-piece molecular cluster, C12H16F5N2O3 overall (ωB97M-V with the def2-TZVPD basis set).

The geometry in XYZ format:
```
38
Properties=species:S:1:pos:R:3:forces:R:3
C 4.14007 -0.89076 -0.03920 -0.8 1.1 0.1
C 5.15240 -0.71641 -1.32453 -0.4 0.2 0.0
C 4.40995 -1.00997 -2.79107 2.5 -0.9 0.6
F 5.10046 -0.17297 -3.82064 -2.3 -1.7 2.4
N 2.92323 -0.72539 -2.70057 -1.8 2.5 -0.6
C 2.51949 0.72868 -2.55802 -3.3 -5.6 0.0
N 1.01027 0.67595 -2.45188 4.6 -3.0 -0.6
C 0.50110 -0.74656 -2.54415 3.7 -1.0 -0.5
C -1.10632 -1.18452 -2.44363 1.1 1.8 1.9
C -1.92431 0.26719 -2.29731 -3.4 2.3 -6.3
O -2.52889 0.74068 -3.40142 4.4 -2.9 8.8
F -1.92507 1.01544 -0.99231 0.3 -2.5 -4.1
C 1.80247 -1.74073 -2.73915 -2.5 6.5 0.8
H 4.68343 -1.14882 0.97192 -0.9 0.4 -2.3
H 3.25963 -1.65477 -0.21696 2.0 1.3 0.3
H 3.61487 0.16581 0.13511 1.0 -2.3 -0.3
H 6.03488 -1.47690 -1.17567 -1.6 1.7 -0.7
H 5.52743 0.41226 -1.38928 -0.6 -2.6 0.2
H 4.65405 -2.14027 -3.08635 -1.1 2.6 0.4
H 3.28456 1.61427 -2.51259 -1.9 -1.9 -0.1
H 0.52930 1.59421 -2.32619 0.0 -1.4 -0.2
H -1.23441 -1.73334 -1.41256 0.3 0.9 -2.1
H -1.46886 -1.82277 -3.35502 0.7 1.7 1.8
H 1.84466 -2.90906 -2.87151 0.2 2.8 0.3
C -3.96422 2.51508 2.11189 -0.1 0.1 0.4
C -3.51170 1.07563 1.94133 -0.3 0.4 -0.6
O -2.97441 0.55569 3.16840 -0.6 -0.7 1.4
C -3.89121 0.22205 4.12987 -2.2 1.0 -2.3
O -5.10694 0.34672 3.98963 3.1 -0.5 0.8
C -3.20237 -0.34664 5.36786 0.9 -0.9 2.5
F -2.16553 0.42917 5.79628 -0.9 -0.4 -0.7
F -2.68222 -1.58672 5.14158 -0.5 1.0 -0.3
F -4.04301 -0.47550 6.43296 0.5 0.3 -1.5
H -3.14344 3.13175 2.49205 0.0 -0.1 -0.2
H -4.31092 2.92795 1.16189 0.1 -0.1 0.0
H -4.78035 2.59470 2.83782 0.1 -0.1 -0.2
H -2.70681 1.03476 1.19880 0.0 -0.2 0.5
H -4.32127 0.43414 1.57263 0.1 0.1 0.3
```
Positions in Å, forces in eV/Å.

Results
HOMO = -13.190 eV
energy above the lowest of the compared OMol25 structures with the same formula, charge and spin = 193.6 kcal/mol
charge = +1
frontier orbital gap = 8.476 eV

Löwdin population analysis, charges in e, atoms 1 to 2: -0.13, -0.16

=====

[3]
Entry from the OMol25 dataset: a 2-piece molecular cluster, C12H16N overall (ωB97M-V with the def2-TZVPD basis set).

The geometry in XYZ format:
```
29
Properties=species:S:1:pos:R:3:forces:R:3
C -1.84792 -1.10018 2.32779 -0.9 0.2 -0.2
C -3.30832 -0.53231 2.48390 1.0 -0.3 -0.2
C -3.10824 0.95436 2.44920 1.1 -0.5 0.0
C -1.76884 1.27854 2.34649 -1.0 0.4 -0.2
C -0.97259 0.11354 2.23491 0.3 -0.5 0.9
C 0.46359 0.08120 2.27568 0.6 0.2 -0.2
C 1.20649 1.29582 2.25378 -0.1 -0.2 0.1
C 2.59211 1.28221 2.35903 -0.1 0.1 0.0
C 3.28249 0.06848 2.48542 -0.6 0.1 0.0
C 2.57125 -1.14209 2.46252 -0.1 -0.1 0.0
C 1.18706 -1.14405 2.34500 -0.2 0.2 0.1
H -1.59002 -1.75977 3.16905 0.1 0.3 -0.2
H -1.77300 -1.70915 1.41584 0.1 0.1 0.2
H -3.95890 -0.90550 1.67981 0.0 0.3 0.2
H -3.73572 -0.88136 3.43565 -0.1 0.3 -0.2
H -3.93551 1.65863 2.52177 0.3 -0.1 0.0
H -1.35390 2.28801 2.34577 -0.4 -0.4 0.0
H 0.67090 2.24522 2.16085 0.4 -0.3 0.0
H 3.13583 2.23048 2.34420 -0.2 -0.4 0.0
H 4.36584 0.06806 2.60375 -0.3 0.0 -0.1
H 3.10735 -2.09106 2.53594 -0.2 0.3 0.0
H 0.63350 -2.08944 2.32233 0.3 0.3 0.0
C -0.32925 1.01279 -1.27763 0.2 0.3 -0.1
N -0.93613 -0.15896 -0.70927 -0.4 -0.7 0.2
H -0.91099 1.32908 -2.15076 0.2 0.0 0.2
H -0.26429 1.84868 -0.56522 0.1 0.1 -0.2
H 0.68230 0.75780 -1.61252 -0.2 0.2 0.0
H -0.37603 -0.63841 -0.01619 -0.2 0.2 -0.3
H -1.90669 -0.04901 -0.43902 0.3 -0.1 0.0
```
Positions in Å, forces in eV/Å.

Results
HOMO = -12.194 eV
energy above the lowest of the compared OMol25 structures with the same formula, charge and spin = 0.0 kcal/mol
charge = +1
frontier orbital gap = 6.377 eV

Löwdin population analysis, charges in e, atoms 1 to 2: -0.10, -0.12

=====

[4]
Entry from the OMol25 dataset: a 2-piece molecular cluster, C12H16N2 overall (ωB97M-V with the def2-TZVPD basis set).

The geometry in XYZ format:
```
30
Properties=species:S:1:pos:R:3:forces:R:3
C -2.37426 1.23883 -0.70652 -1.7 1.1 -0.3
C -3.78894 0.63944 -0.92577 0.4 -0.3 0.9
C -1.37929 0.47709 -1.45467 1.8 -0.7 -0.1
C -0.92650 -0.76012 -1.08028 0.7 -0.2 -0.3
C 0.25850 -0.00800 -2.79492 -0.3 1.3 1.3
N -0.59416 0.94851 -2.49680 -0.7 0.0 -0.1
N 0.13725 -1.02961 -1.91256 0.4 -0.6 -1.2
H -2.42549 2.28190 -1.02937 0.3 -0.1 -0.3
H -2.10171 1.31102 0.34856 -0.2 -0.3 0.1
H -3.83712 -0.31567 -0.38707 0.0 -0.1 -0.5
H -1.09607 -1.37601 -0.21255 -0.3 0.0 -0.1
H 1.13151 0.21090 -3.38874 -0.1 -0.6 -0.4
H 0.68410 -1.86831 -2.05922 -0.4 0.0 0.6
H -4.02162 0.51717 -1.98665 0.2 -0.1 0.2
H -4.57437 1.22900 -0.46930 -0.1 0.4 0.0
C 1.42107 -2.47082 2.58619 -0.3 0.6 -1.0
C 1.30370 1.51100 0.92603 -0.5 0.4 -1.0
C 0.88836 1.32337 2.22828 -0.4 -1.6 -1.4
C 1.77200 0.45781 0.14728 1.7 -1.7 0.5
C 0.96578 0.00575 2.73860 -1.0 2.2 0.3
C 1.87963 -0.83559 0.67985 -0.8 1.2 1.8
C 1.37393 -1.07055 1.97607 0.8 -0.2 1.0
H 1.11755 2.45709 0.43322 0.2 0.2 0.1
H 0.22952 2.06670 2.65676 0.6 0.2 0.6
H 2.28187 0.52103 -0.80686 -0.5 0.8 -0.2
H 0.57014 0.04499 3.74809 0.1 -1.3 0.2
H 2.44095 -1.64585 0.25918 -0.1 -0.2 -0.8
H 2.44001 -2.84974 2.46715 -0.3 -0.3 0.2
H 0.71547 -3.05203 1.99100 0.3 -0.5 0.0
H 1.05568 -2.54951 3.60925 0.3 0.3 0.0
```
Positions in Å, forces in eV/Å.

Results
HOMO = -8.461 eV
SMILES string = CCc1c[nH]cn1.Cc1ccccc1
energy above the lowest of the compared OMol25 structures with the same formula, charge and spin = 26.9 kcal/mol
frontier orbital gap = 9.186 eV

Löwdin population analysis, charges in e, atoms 1 to 2: -0.21, -0.10

=====

no.,energy (eV),LUMO (eV)
1,-78692.1572,1.81
2,-35399.2153,-4.71
3,-14185.9358,-5.82
4,-15682.9300,0.73